DFT (wB97M-V/def2-TZVPD) results for a single C6H12N2O molecule at a distorted geometry.

CARTESIAN COORDINATES (ANGSTROEM)
C: -2.50 1.35 0.18
C: -1.42 0.32 0.11
O: -1.92 -0.94 0.00
C: -0.10 0.63 0.06
N: 0.31 1.98 -0.04
C: 1.02 -0.34 -0.05
N: 2.24 0.28 -0.39
C: 1.13 -1.58 0.78
C: 0.80 -1.94 -0.65
H: -2.57 1.90 -0.76
H: -2.33 2.07 0.99
H: -3.45 0.86 0.37
H: -1.18 -1.58 -0.13
H: 1.15 2.16 0.50
H: -0.40 2.66 0.18
H: 3.02 -0.36 -0.42
H: 2.18 0.85 -1.22
H: 0.33 -1.73 1.50
H: 2.11 -1.82 1.17
H: 1.63 -2.21 -1.28
H: -0.05 -2.57 -0.88

## Properties
ΔE to the lowest compared entry with this formula, charge and spin = 219.51 kJ/mol
SMILES = C/C(O)=C(\N)C1(N)CC1
Net charge = 0
E_HOMO = -7.0 eV

Here are the Löwdin charges for atoms 1 to 4, given in e: number 1, C, carries -0.0308; number 2, C, carries -0.3392; number 3, O, carries 0.0215; number 4, C, carries -0.2295

***

DFT (wB97M-V/def2-TZVPD) results for 5 unconnected molecules or ions with the total composition H8IO4.

CARTESIAN COORDINATES (ANGSTROEM)
I: 0.97 -0.47 1.03
O: -0.65 2.82 1.30
H: -0.24 1.93 1.35
H: -1.58 2.62 1.15
O: -1.37 -3.20 1.55
H: -0.73 -2.47 1.45
H: -0.92 -3.81 2.14
O: 2.66 0.46 -2.14
H: 2.40 0.32 -1.21
H: 3.59 0.69 -2.09
O: -1.25 0.53 -1.85
H: -2.15 0.30 -1.60
H: -0.72 0.28 -1.07

## Properties
ΔE to the lowest compared entry with this formula, charge and spin = 30.13 kJ/mol
Net charge = -1
E_HOMO = -4.8 eV

Here are the Löwdin charges for atoms 1 to 4, given in e: number 1, I, carries -0.0664; number 2, O, carries -0.1322; number 3, H, carries -0.1269; number 4, H, carries 0.0129

***

DFT (wB97M-V/def2-TZVPD) results for 2 unconnected molecules or ions with the total composition C10H16N2 at a distorted geometry.

CARTESIAN COORDINATES (ANGSTROEM)
C: 3.02 -1.61 -0.63
C: 3.34 -0.28 -0.71
C: 2.00 -1.82 0.32
C: 2.54 0.43 0.46
C: -1.57 -1.50 -1.24
C: -2.30 -1.51 0.02
C: -2.31 -0.23 -0.79
C: -1.01 3.09 0.60
C: -1.89 2.15 -0.12
C: -1.70 0.83 0.00
N: 1.68 -0.66 0.84
N: 0.75 -0.41 1.69
H: 3.42 -2.48 -1.32
H: 3.89 0.29 -1.37
H: 1.36 -2.81 0.35
H: 3.22 0.68 1.25
H: -0.47 -1.50 -1.39
H: -1.95 -2.09 -2.09
H: -3.21 -2.17 -0.04
H: -1.77 -1.50 0.95
H: -3.35 -0.18 -1.19
H: -0.18 3.42 -0.02
H: -1.55 3.90 0.83
H: -0.62 2.67 1.53
H: -2.56 2.59 -0.75
H: 1.90 1.30 0.31
H: -0.92 0.66 0.65
H: 0.24 -1.25 1.86

## Properties
ΔE to the lowest compared entry with this formula, charge and spin = 495.19 kJ/mol
Net charge = 0
E_HOMO (alpha / beta) = -7.2 / -7.2 eV

Here are the Löwdin charges for atoms 1 to 4, given in e: number 1, C, carries -0.1198; number 2, C, carries -0.0435; number 3, C, carries -0.1430; number 4, C, carries -0.0694

***

DFT (wB97M-V/def2-TZVPD) results for a molecular structure, C47H45GeN2O5ScSe.

CARTESIAN COORDINATES (ANGSTROEM)
Sc: 0.13 -0.09 -0.30
O: 1.34 1.28 1.08
C: 2.04 0.48 2.09
C: 2.50 -0.76 1.28
O: 3.56 -1.30 1.38
O: 1.53 -1.16 0.44
C: 1.02 0.02 3.12
C: 1.23 -1.16 3.82
C: 0.35 -1.54 4.83
C: -0.74 -0.74 5.14
C: -0.95 0.44 4.44
C: -0.07 0.82 3.44
C: 3.19 1.26 2.68
C: 3.24 1.56 4.03
C: 4.29 2.31 4.54
C: 5.28 2.78 3.69
C: 5.23 2.49 2.33
C: 4.19 1.73 1.83
H: 1.68 2.18 1.07
H: 2.09 -1.79 3.60
H: 0.53 -2.46 5.37
H: -1.42 -1.04 5.93
H: -1.80 1.07 4.68
H: -0.23 1.75 2.91
H: 2.47 1.20 4.71
H: 4.33 2.53 5.59
H: 6.10 3.37 4.08
H: 6.00 2.85 1.66
H: 4.17 1.49 0.78
C: -0.63 3.53 -1.60
Ge: 0.50 1.97 -2.08
C: 2.34 2.67 -2.11
C: 2.59 3.95 -2.62
C: 3.89 4.44 -2.71
C: 4.96 3.66 -2.31
C: 4.73 2.39 -1.82
C: 3.43 1.91 -1.72
C: 0.06 1.65 -3.98
C: -0.99 2.32 -4.55
C: -1.35 2.15 -5.91
C: -0.64 1.29 -6.70
C: 0.44 0.55 -6.16
C: 1.16 -0.37 -6.95
C: 2.18 -1.11 -6.42
C: 2.51 -0.96 -5.06
C: 1.84 -0.07 -4.28
C: 0.79 0.73 -4.80
H: -0.49 4.34 -2.32
H: -0.35 3.90 -0.62
H: -1.69 3.28 -1.58
H: 1.77 4.57 -2.96
H: 4.06 5.43 -3.11
H: 5.97 4.04 -2.40
H: 5.57 1.76 -1.52
H: 3.28 0.90 -1.35
H: -1.58 3.02 -3.97
H: -2.18 2.71 -6.32
H: -0.89 1.16 -7.74
H: 0.89 -0.48 -7.99
H: 2.72 -1.81 -7.04
H: 3.31 -1.55 -4.63
H: 2.13 0.05 -3.24
C: -5.88 -0.57 5.10
C: -4.97 -0.24 3.97
C: -5.04 1.00 3.33
C: -4.23 1.31 2.26
C: -4.37 2.65 1.60
C: -3.27 0.35 1.82
Se: -2.32 0.76 0.30
C: -3.16 -0.91 2.50
C: -2.19 -1.96 2.10
C: -4.03 -1.17 3.53
H: -6.59 0.24 5.30
H: -5.31 -0.76 6.01
H: -6.45 -1.48 4.89
H: -5.76 1.73 3.68
H: -5.05 3.27 2.17
H: -4.76 2.54 0.59
H: -3.41 3.17 1.52
H: -1.21 -1.54 1.87
H: -2.55 -2.51 1.23
H: -2.04 -2.68 2.91
H: -3.97 -2.13 4.04
O: -1.09 -6.16 2.01
C: -1.17 -6.72 0.71
N: -0.92 -5.67 -0.23
C: -1.88 -5.18 -1.06
O: -2.97 -5.68 -1.22
C: -1.51 -3.91 -1.78
C: -1.98 -3.67 -3.07
C: -1.67 -2.47 -3.68
C: -0.96 -1.51 -2.97
N: -0.55 -1.73 -1.71
C: -0.80 -2.91 -1.14
H: -1.26 -6.85 2.66
H: -2.17 -7.12 0.50
H: -0.42 -7.51 0.59
H: -0.02 -5.23 -0.20
H: -2.57 -4.43 -3.57
H: -1.99 -2.25 -4.69
H: -0.74 -0.55 -3.40
H: -0.41 -3.05 -0.14

## Properties
ΔE to the lowest compared entry with this formula, charge and spin = 47.99 kJ/mol
Net charge = +1
E_HOMO (alpha / beta) = -9.9 / -9.9 eV
2S+1 = 2

Here are the Löwdin charges for atoms 1 to 4, given in e: number 1, Sc, carries 0.7064; number 2, O, carries -0.1063; number 3, C, carries -0.2897; number 4, C, carries -0.5133

***

DFT (wB97M-V/def2-TZVPD) results for 2 unconnected molecules or ions with the total composition C8H8N4O2 at a distorted geometry.

CARTESIAN COORDINATES (ANGSTROEM)
C: 2.71 0.32 0.68
C: -0.70 -2.02 1.61
C: -0.68 -2.23 0.21
C: -0.61 -0.79 2.20
C: -0.61 -1.13 -0.58
C: -0.35 0.30 1.29
C: -0.41 0.16 -0.05
C: -0.17 1.20 -1.04
N: 2.97 -0.30 1.62
N: 0.80 2.09 -0.52
N: 2.61 1.17 -0.32
N: 3.38 1.29 -1.49
O: 4.43 0.72 -1.47
O: 2.86 1.91 -2.34
H: -0.58 -2.80 2.43
H: -0.51 -3.25 -0.32
H: -0.52 -0.60 3.20
H: -0.65 -1.22 -1.65
H: 0.17 1.14 1.70
H: 0.18 0.94 -2.15
H: -1.16 1.78 -1.08
H: 1.23 2.73 -1.29

## Properties
ΔE to the lowest compared entry with this formula, charge and spin = 882.85 kJ/mol
Net charge = 0
E_HOMO (alpha / beta) = -9.6 / -9.6 eV

Here are the Löwdin charges for atoms 1 to 4, given in e: number 1, C, carries -0.3229; number 2, C, carries -0.0986; number 3, C, carries -0.0761; number 4, C, carries -0.0536

***

DFT (wB97M-V/def2-TZVPD) results for a molecular structure, C3H4LuO3 at a distorted geometry.

CARTESIAN COORDINATES (ANGSTROEM)
O: 0.87 0.50 0.17
C: 1.43 -0.45 0.99
O: 1.81 -1.45 0.33
Lu: 1.74 -3.87 0.98
O: -0.52 -3.58 2.05
C: -0.76 -3.24 0.87
H: -1.87 -3.08 0.68
C: 1.04 1.87 0.48
H: 2.11 2.11 0.36
H: 0.75 2.20 1.48
H: 0.43 2.48 -0.20

## Properties
ΔE to the lowest compared entry with this formula, charge and spin = 9.18 kJ/mol
Net charge = -1
E_HOMO = -2.4 eV

Here are the Löwdin charges for atoms 1 to 4, given in e: number 1, O, carries -0.2072; number 2, C, carries -0.3990; number 3, O, carries -0.4396; number 4, Lu, carries 0.8395

***

DFT (wB97M-V/def2-TZVPD) results for a molecular structure, C21H16N7O6RuS.

CARTESIAN COORDINATES (ANGSTROEM)
Ru: 0.26 -0.13 0.20
O: -1.56 0.49 -3.37
C: -1.20 0.26 -2.24
O: 0.03 0.15 -1.82
C: -2.25 0.08 -1.14
C: -3.62 0.07 -1.32
C: -4.42 -0.11 -0.20
C: -3.85 -0.28 1.06
C: -2.47 -0.26 1.16
N: -1.73 -0.08 0.07
C: -1.63 -0.48 2.41
O: -2.19 -0.56 3.49
O: -0.37 -0.55 2.17
H: -4.02 0.20 -2.31
H: -5.50 -0.13 -0.30
H: -4.44 -0.43 1.96
N: 0.11 2.15 -0.13
N: 0.44 3.15 0.79
C: 1.19 2.81 1.88
N: 1.57 3.83 2.67
N: 1.45 1.53 1.96
N: 2.18 1.02 3.02
O: 2.51 -0.12 2.89
O: 2.50 1.72 3.98
H: 0.63 2.23 -1.00
H: -0.88 2.19 -0.33
H: 0.46 4.11 0.48
H: 1.12 4.72 2.58
H: 2.00 3.56 3.55
S: 4.36 -2.00 -0.40
C: 4.66 -0.30 -0.43
C: 5.88 0.36 -0.58
C: 5.87 1.74 -0.62
C: 4.67 2.45 -0.53
C: 3.47 1.80 -0.38
C: 3.46 0.41 -0.30
N: 2.35 -0.41 -0.16
C: 2.67 -1.68 -0.22
C: 1.62 -2.67 -0.14
C: 1.83 -4.04 -0.25
C: 0.75 -4.90 -0.18
C: -0.53 -4.37 0.00
C: -0.73 -3.01 0.11
C: 0.34 -2.11 0.04
H: 6.80 -0.20 -0.67
H: 6.81 2.27 -0.74
H: 4.69 3.53 -0.59
H: 2.54 2.35 -0.32
H: 2.83 -4.43 -0.39
H: 0.90 -5.97 -0.27
H: -1.37 -5.04 0.06
H: -1.74 -2.65 0.26

## Properties
ΔE to the lowest compared entry with this formula, charge and spin = 35.19 kJ/mol
Net charge = 0
E_HOMO (alpha / beta) = -8.2 / -8.1 eV
2S+1 = 2

Here are the Löwdin charges for atoms 1 to 4, given in e: number 1, Ru, carries 1.3529; number 2, O, carries 0.0827; number 3, C, carries -0.5782; number 4, O, carries -0.1506